[1]
{
  "formula": "C5H12O2",
  "method": "ωB97M-V/def2-TZVPD",
  "symbols": ["C", "C", "C", "O", "C", "C", "O", "H", "H", "H", "H", "H", "H", "H", "H", "H", "H", "H", "H"],
  "coordinates": [[2.155094, 0.066106, 1.314545], [0.759829, 0.638869, 1.068757], [0.186566, 0.294464, -0.266522], [-0.164147, -1.789536, 0.202951], [-1.242545, 0.393379, -0.529952], [-1.669827, 0.033243, -1.957769], [-2.026578, 0.005917, 0.438735], [2.156795, -1.027357, 1.281703], [2.868595, 0.417550, 0.560474], [2.523815, 0.375943, 2.296603], [0.029380, 0.351678, 1.831249], [0.823334, 1.736131, 1.100197], [0.870678, 0.272140, -1.119156], [0.238000, -2.069395, 1.035226], [-0.959655, 1.559273, -0.589748], [-1.692942, -1.057223, -2.050437], [-2.682201, 0.408199, -2.124725], [-1.000601, 0.442427, -2.724596], [-1.049552, -1.365378, 0.468702]],
  "forces_ev_per_a": [[0.056, -0.033, -0.007], [-0.088, -0.016, -0.040], [-0.089, 0.269, 0.041], [-0.031, -0.112, 0.227], [0.337, -0.177, -0.185], [-0.044, -0.012, -0.067], [-0.065, 0.036, 0.061], [0.016, 0.158, 0.015], [-0.111, -0.043, 0.110], [-0.052, -0.045, -0.148], [0.126, 0.039, -0.075], [-0.028, -0.115, -0.035], [-0.101, 0.014, 0.095], [-0.062, 0.002, -0.168], [0.015, -0.021, 0.002], [0.005, 0.147, 0.037], [0.148, -0.029, 0.021], [-0.087, -0.027, 0.128], [0.056, -0.034, -0.012]],
  "homo_energy_ev": -8.6222,
  "charge": 0,
  "energy_ev": -9471.5551
}

[2]
{
  "formula": "C11H7PS2",
  "method": "ωB97M-V/def2-TZVPD",
  "symbols": ["C", "P", "C", "C", "C", "C", "S", "C", "C", "C", "C", "C", "C", "S", "H", "H", "H", "H", "H", "H", "H"],
  "coordinates": [[-2.564670, -2.302214, 0.641748], [-0.782542, -1.771443, -0.026357], [1.228341, -1.730599, 0.306392], [2.072758, -1.564795, 1.436980], [3.371575, -1.350555, 1.020269], [3.541124, -1.230631, -0.297846], [2.118434, -1.585549, -1.115895], [-1.102529, -0.061368, -0.265384], [-0.314314, 1.045850, -0.663269], [-0.874137, 2.258685, -0.912586], [-2.197498, 2.536968, -0.733079], [-3.005277, 1.540910, -0.307741], [-2.437876, 0.297999, -0.012770], [-3.563224, -1.020713, 0.498088], [1.763175, -2.028673, 2.389675], [4.341957, -1.280667, 1.588600], [4.443284, -1.010702, -0.705979], [0.713029, 0.781108, -0.903991], [-0.323162, 3.191564, -1.200981], [-2.477945, 3.568530, -0.817411], [-3.950506, 1.716291, 0.081545]],
  "forces_ev_per_a": [[2.571, -0.785, 0.520], [0.289, -0.409, -0.414], [-1.726, 0.037, 1.949], [-2.512, -2.214, -0.436], [2.775, 0.550, 1.868], [-1.876, -0.645, -0.030], [-0.508, 0.375, -1.326], [-1.340, 2.031, 0.613], [0.856, -2.029, -0.559], [1.658, 2.245, -0.612], [-0.307, 0.504, 0.175], [1.058, -1.038, 0.942], [-0.861, -0.549, -0.576], [1.396, 0.624, -0.521], [0.166, 1.125, -0.289], [-1.615, -0.035, 0.103], [2.240, 0.440, -1.665], [0.050, 0.671, 0.181], [0.245, -1.446, 0.139], [-0.590, 0.175, -0.162], [-1.970, 0.372, 0.100]],
  "homo_energy_ev": -8.2181,
  "charge": 0,
  "energy_ev": -42474.7312
}

[3]
{
  "formula": "C6H12O12S3",
  "method": "ωB97M-V/def2-TZVPD",
  "symbols": ["C", "C", "O", "S", "O", "O", "O", "H", "H", "H", "H", "C", "C", "O", "S", "O", "O", "O", "H", "H", "H", "H", "C", "C", "O", "S", "O", "O", "O", "H", "H", "H", "H"],
  "coordinates": [[0.065411, -3.884323, -0.966288], [1.224161, -4.193013, 0.080872], [0.577421, -4.236363, 1.397052], [-0.744319, -3.210513, 1.495432], [-0.547889, -1.891073, 2.104612], [-1.895619, -3.942713, 1.899492], [-0.846579, -3.026693, -0.221788], [-0.441059, -4.769153, -1.351868], [0.482691, -3.362093, -1.827258], [2.093421, -3.535863, 0.055372], [1.428411, -5.256973, -0.038978], [-0.706479, 0.517017, -0.191888], [0.352931, -0.185203, -1.043208], [-0.286969, -0.354723, -2.314888], [-1.889579, 0.033927, -2.366298], [-2.616889, -1.159753, -2.794968], [-2.055519, 1.276047, -3.152698], [-1.980589, 0.257027, -0.700768], [-0.419429, 1.563477, -0.294948], [-0.631719, 0.363467, 0.884652], [0.445431, -1.156183, -0.556648], [1.323881, 0.309467, -1.017388], [-0.347279, 4.245287, 0.889592], [0.235011, 3.301657, 1.938882], [1.022421, 2.412267, 1.299622], [1.981221, 3.268687, 0.219332], [2.333661, 2.485407, -0.984908], [2.956711, 4.130217, 0.918552], [0.611211, 4.144607, -0.196298], [-0.621589, 5.257877, 1.185422], [-1.306439, 3.841397, 0.565562], [-0.641699, 2.892917, 2.441292], [0.845661, 3.863897, 2.645342]],
  "forces_ev_per_a": [[0.965, 0.455, 1.648], [-2.042, -1.358, -0.256], [-1.372, 2.309, -0.074], [0.083, -0.057, -1.237], [0.593, -2.261, -1.673], [1.015, 0.153, -0.137], [0.631, 0.381, 1.017], [-0.125, -0.025, 0.478], [-0.224, 0.351, 0.105], [-0.208, -0.020, 0.097], [0.852, 0.284, -0.180], [0.028, -0.403, 0.391], [-1.937, 0.689, -0.681], [0.746, 0.490, 0.870], [-1.725, -0.461, -2.999], [1.792, 2.799, 1.737], [0.869, -2.940, 3.000], [0.651, 0.068, -1.254], [-0.050, 0.988, -0.355], [-0.424, -0.497, 0.007], [-0.161, -1.001, 0.218], [0.111, 0.065, -0.839], [0.064, -0.680, -0.659], [-1.676, 3.193, 2.116], [2.737, -2.381, -2.110], [-0.345, 2.278, -0.853], [-0.961, 1.237, 3.438], [-2.597, -2.751, -1.731], [1.250, 0.009, -0.089], [0.954, 0.123, 0.126], [0.111, -0.260, -0.641], [0.545, -0.774, 0.213], [-0.152, -0.003, 0.306]],
  "s_squared": 0.756,
  "homo_energy_ev": [-14.6058, -14.5778],
  "multiplicity": 2,
  "charge": 1,
  "energy_ev": -63476.4127
}

[4]
{
  "formula": "C16H42F6O13S9Zn",
  "method": "ωB97M-V/def2-TZVPD",
  "symbols": ["Zn", "C", "F", "F", "F", "S", "O", "O", "O", "C", "F", "F", "F", "S", "O", "O", "O", "C", "S", "O", "C", "H", "H", "H", "H", "H", "H", "C", "S", "O", "C", "H", "H", "H", "H", "H", "H", "C", "S", "O", "C", "H", "H", "H", "H", "H", "H", "C", "S", "O", "C", "H", "H", "H", "H", "H", "H", "C", "S", "O", "C", "H", "H", "H", "H", "H", "H", "C", "S", "O", "C", "H", "H", "H", "H", "H", "H", "C", "S", "O", "C", "H", "H", "H", "H", "H", "H"],
  "coordinates": [[4.537238, -0.176811, 0.722396], [4.363128, 4.896119, -2.845964], [4.472528, 3.925599, -3.689614], [4.463148, 6.115939, -3.447174], [3.134678, 4.813359, -2.302094], [5.692928, 4.562289, -1.540204], [6.977498, 4.475099, -2.299554], [5.619248, 5.707109, -0.601564], [5.311388, 3.237099, -1.027254], [-1.353312, 1.866519, 0.448926], [-2.712812, 1.883639, 0.205276], [-0.723652, 3.025449, 0.625786], [-1.237742, 1.190219, 1.604816], [-0.401422, 0.811549, -0.884554], [-0.565402, 1.568189, -2.123004], [0.978148, 0.737949, -0.350884], [-1.084062, -0.529541, -0.953274], [-8.493722, 0.050539, 6.434186], [-8.594042, -0.579811, 4.662346], [-9.302952, 0.584249, 4.021956], [-6.796712, -0.136521, 4.618006], [-9.512782, -0.072591, 6.800856], [-8.222622, 1.098119, 6.565316], [-7.898262, -0.518731, 7.147956], [-6.841942, 0.897759, 4.276956], [-6.260272, -0.783931, 3.924326], [-6.346322, -0.347471, 5.587936], [-1.896192, -1.624291, -7.591534], [-3.340442, -2.734831, -7.541754], [-3.254722, -3.425611, -8.899344], [-2.569752, -3.916921, -6.256924], [-1.908342, -1.058851, -8.523324], [-0.932812, -2.129761, -7.524444], [-2.018362, -0.938721, -6.752994], [-2.479252, -3.416181, -5.292984], [-1.560312, -4.158041, -6.590074], [-3.362002, -4.659321, -6.160624], [2.441298, -6.109361, 0.847396], [2.258728, -4.808141, 2.111146], [2.872768, -3.588271, 1.474896], [0.434338, -4.748551, 1.817616], [1.677248, -6.883811, 0.914966], [3.448408, -6.520691, 0.779506], [2.291028, -5.617781, -0.113794], [0.155818, -4.639711, 0.769426], [0.085488, -3.913821, 2.425586], [0.030918, -5.676561, 2.222776], [5.622388, 0.472509, 6.379466], [4.475248, 1.663689, 5.582366], [4.151008, 1.270579, 4.148016], [5.628898, 3.052769, 5.401616], [5.453418, -0.536461, 6.003286], [5.467238, 0.601289, 7.450656], [6.660748, 0.780689, 6.257306], [5.747668, 3.456109, 6.407256], [5.406818, 3.756679, 4.599566], [6.624678, 2.745379, 5.082196], [-1.830492, 6.627089, -5.514404], [-3.608752, 7.111369, -5.554124], [-3.744352, 8.524089, -4.960084], [-3.785262, 7.078499, -7.380754], [-1.316402, 7.425839, -6.049034], [-1.703042, 5.649809, -5.980004], [-1.581632, 6.421769, -4.473244], [-2.872772, 7.401299, -7.882014], [-4.671262, 7.644269, -7.668854], [-3.727922, 6.043819, -7.718774], [5.611648, -3.539311, -4.808264], [4.267828, -2.696791, -3.924464], [4.857128, -1.910931, -2.753554], [3.872768, -1.392021, -5.244824], [5.761678, -4.306421, -4.048574], [6.507008, -2.936271, -4.959274], [5.375868, -3.996611, -5.769194], [3.134568, -0.671851, -4.891944], [3.645038, -1.869241, -6.197974], [4.745968, -0.790921, -5.498404], [-1.291592, -2.420411, 7.476646], [-2.532512, -3.020851, 8.698556], [-3.480022, -1.876991, 9.054076], [-3.697092, -4.040271, 7.594196], [-1.679532, -1.693701, 6.762846], [-0.957612, -3.206281, 6.799176], [-0.441902, -2.043841, 8.046146], [-3.258632, -5.015021, 7.380376], [-3.646752, -3.495091, 6.651666], [-4.765792, -4.000441, 7.804886]],
  "forces_ev_per_a": [[-0.539, 0.256, -0.158], [-0.214, 1.249, 1.498], [0.173, -0.836, -1.734], [0.195, -1.359, 0.520], [0.472, 0.292, 0.076], [1.453, 1.707, 0.014], [-2.244, 0.139, 1.163], [-0.001, -2.127, -1.333], [0.109, 0.539, -0.039], [0.015, -2.317, -0.022], [2.152, 1.063, -0.116], [-1.263, -0.031, -0.564], [0.068, 0.103, 0.015], [-1.392, -1.618, -0.427], [0.485, -0.319, 1.035], [-1.059, 0.300, -0.450], [1.410, 2.722, 0.611], [-1.660, -1.098, 0.751], [1.028, 2.913, 1.995], [0.248, -1.234, -0.252], [0.006, -1.227, -0.947], [-0.182, 0.254, 0.029], [0.080, -0.004, -0.888], [0.291, -0.387, -0.449], [0.364, -0.030, 0.292], [-0.068, 0.288, -0.426], [-0.095, 0.527, -0.091], [-0.314, 0.468, 0.427], [2.041, -1.195, -1.254], [-0.474, 0.425, 1.714], [-0.984, 1.465, -0.548], [-0.322, -0.106, 0.036], [-0.242, -0.310, 0.046], [0.205, 0.130, 0.044], [-0.153, 0.288, -0.040], [-0.438, -0.623, -0.244], [0.682, -0.527, -0.161], [0.254, 0.029, -0.599], [-0.580, 0.090, -1.632], [-0.220, -0.451, 0.557], [0.568, 0.210, 0.790], [0.205, -0.066, 0.382], [-0.054, -0.058, 0.521], [-0.152, 0.321, 0.064], [0.311, 0.143, 0.055], [-0.170, 0.011, -0.207], [-0.029, 0.001, 0.026], [0.396, 0.826, 0.057], [0.035, 0.269, -1.916], [0.396, -0.379, 1.063], [1.016, -0.349, 0.304], [-0.195, 0.176, 0.187], [-0.422, -0.464, 0.028], [0.000, -0.153, -0.549], [-0.158, 0.550, -0.184], [-1.061, 0.088, 0.511], [0.038, -0.711, 0.169], [-1.043, -0.097, -0.086], [-0.217, 0.880, 0.999], [0.561, -2.045, -1.527], [1.170, 0.073, 0.139], [0.429, -0.164, 0.451], [-0.182, 0.125, -0.479], [0.197, 0.771, -0.009], [-0.050, 1.053, 0.161], [0.134, -0.293, -0.048], [-0.996, -0.304, 0.411], [0.175, -0.076, 0.710], [-0.114, 2.605, -0.572], [-0.309, -1.075, -1.263], [0.800, -0.328, 0.277], [0.685, -0.311, -0.363], [-0.146, 0.224, 0.381], [-0.621, 0.057, 0.199], [-0.291, -0.535, 0.062], [-0.621, -0.254, 0.262], [0.447, -0.172, 0.563], [-0.417, -0.354, -0.527], [-2.659, 0.674, -0.219], [1.618, -0.889, -0.271], [1.648, 0.896, -1.178], [-0.351, 0.416, 0.554], [0.106, -0.545, 0.459], [-0.183, 0.082, -0.047], [-0.332, -0.173, 0.363], [0.127, 0.085, -0.219], [0.424, -0.185, 1.067]],
  "homo_energy_ev": -8.5313,
  "charge": 0,
  "energy_ev": -206112.8313
}

Results for energy relative to the best compared isomer or geometry (same formula, charge and spin): 3.5806; 0.0000; 0.0000; 12.1240 (in eV, following the order of the records).